{"formula": "C48H62AsGe2N2OPSn", "method": "ωB97M-V/def2-TZVPD", "species": ["Sn", "C", "C", "Ge", "C", "C", "C", "C", "Ge", "C", "C", "C", "C", "C", "C", "C", "C", "C", "C", "H", "H", "H", "H", "H", "H", "H", "H", "H", "H", "H", "H", "H", "H", "H", "H", "H", "H", "H", "H", "H", "H", "H", "H", "H", "H", "C", "N", "C", "C", "C", "N", "C", "C", "O", "H", "H", "H", "H", "H", "H", "H", "H", "H", "H", "H", "H", "C", "C", "As", "C", "C", "C", "C", "C", "C", "C", "C", "C", "C", "C", "C", "P", "C", "C", "C", "C", "C", "C", "C", "C", "C", "C", "C", "C", "H", "H", "H", "H", "H", "H", "H", "H", "H", "H", "H", "H", "H", "H", "H", "H", "H", "H", "H", "H", "H", "H", "H", "H"], "coordinates": [[-0.8511, -0.8930, 0.8871], [2.1253, -0.9358, 4.5986], [0.8269, -1.1047, 3.7704], [0.8821, -2.9832, 3.2698], [-0.0092, -4.3522, 4.2964], [0.9631, -5.4291, 4.8037], [2.4092, -3.4842, 2.2327], [2.8621, -3.0069, 1.0388], [1.3314, -2.3931, 0.0232], [0.7906, 1.4078, -4.3307], [0.4068, 1.9367, -5.7026], [1.0392, -3.5018, -1.5628], [2.2019, -4.1723, -2.2867], [4.1625, -3.2301, 0.4412], [5.0974, -4.1335, 0.9639], [6.3330, -4.2776, 0.3640], [6.6602, -3.5181, -0.7560], [5.7472, -2.6101, -1.2807], [4.5086, -2.4728, -0.6855], [2.1468, 0.0710, 5.0147], [3.0173, -1.0771, 3.9898], [2.1671, -1.6244, 5.4462], [0.8360, -0.4022, 2.9347], [-0.0524, -0.9167, 4.3865], [-0.7692, -4.7845, 3.6430], [-0.5381, -3.8655, 5.1180], [1.5011, -5.9134, 3.9876], [0.4035, -6.2021, 5.3284], [1.6899, -5.0259, 5.5079], [3.0151, -4.2427, 2.7345], [1.5332, 0.6121, -4.3972], [-0.0923, 1.0169, -3.8299], [1.2670, 2.2199, -6.3058], [-0.2741, 2.7864, -5.6356], [-0.1138, 1.1470, -6.2439], [0.3751, -2.9697, -2.2464], [0.3897, -4.2641, -1.0989], [2.8018, -3.4489, -2.8360], [1.8143, -4.8928, -3.0066], [2.8598, -4.7049, -1.6030], [4.8626, -4.7431, 1.8271], [7.0472, -4.9841, 0.7637], [7.6297, -3.6378, -1.2207], [6.0081, -2.0259, -2.1526], [3.7952, -1.7558, -1.0950], [-0.8932, -5.7149, 1.1778], [-2.1251, -5.1236, 1.6800], [-3.1821, -6.0969, 2.0227], [-4.0916, -5.5242, 3.0832], [-4.6152, -4.1894, 2.6094], [-3.4926, -3.3188, 2.1941], [-3.7256, -1.8844, 2.2053], [-2.3204, -3.8077, 1.7819], [-1.3456, -2.9946, 1.4599], [-0.4288, -6.3336, 1.9474], [-0.1968, -4.9440, 0.8647], [-1.1211, -6.3576, 0.3263], [-2.6853, -7.0011, 2.3709], [-3.7363, -6.3503, 1.1159], [-3.5518, -5.4101, 4.0257], [-4.9255, -6.2004, 3.2648], [-5.1445, -3.6728, 3.4078], [-5.3008, -4.3068, 1.7674], [-4.7507, -1.7063, 2.5201], [-3.6241, -1.4524, 1.2033], [-3.0719, -1.3709, 2.9150], [0.5138, 3.0377, 0.1821], [0.4492, 4.3072, -0.6593], [-0.0897, 5.8343, 0.5261], [-1.9231, 5.1490, 0.7247], [-2.8474, 5.1810, -0.3206], [-4.1298, 4.6779, -0.1412], [-4.4993, 4.1268, 1.0813], [-3.5862, 4.0913, 2.1273], [-2.3067, 4.6092, 1.9500], [-0.4125, 7.1454, -0.8703], [0.3680, 7.1985, -2.0211], [0.1677, 8.2051, -2.9575], [-0.8096, 9.1659, -2.7462], [-1.5808, 9.1253, -1.5924], [-1.3817, 8.1216, -0.6553], [0.6656, 1.4337, -0.7082], [1.8106, 1.9241, -2.0615], [3.1393, 1.8887, -1.7511], [4.0810, 2.5561, -2.5661], [3.7125, 3.2853, -3.6968], [2.3961, 3.2805, -4.0625], [1.3740, 2.5314, -3.3338], [-1.0041, 1.0439, -1.3212], [-2.1168, 1.8260, -1.0372], [-3.3976, 1.3174, -1.2560], [-3.5849, 0.0280, -1.7399], [-2.4822, -0.7704, -2.0224], [-1.1942, -0.2757, -1.8021], [-0.3827, 2.9251, 0.8050], [1.3552, 3.0796, 0.8783], [-0.2840, 4.2537, -1.4682], [1.4344, 4.5161, -1.0810], [-2.5817, 5.6453, -1.2642], [-4.8543, 4.7551, -0.9431], [-5.5092, 3.7667, 1.2308], [-3.8826, 3.7039, 3.0935], [-1.6155, 4.6206, 2.7861], [1.1609, 6.4775, -2.1914], [0.7857, 8.2494, -3.8448], [-0.9625, 9.9528, -3.4719], [-2.3339, 9.8814, -1.4166], [-1.9886, 8.1091, 0.2431], [3.4948, 1.4176, -0.8422], [5.1259, 2.5232, -2.2765], [4.4527, 3.8267, -4.2695], [2.0806, 3.8028, -4.9576], [0.5011, 3.1767, -3.1645], [-2.0188, 2.8278, -0.6347], [-4.2507, 1.9484, -1.0404], [-4.5851, -0.3457, -1.9145], [-2.6182, -1.7611, -2.4394], [-0.3335, -0.8544, -2.1241]], "forces_ev_per_a": [[-0.1, 0.3, -0.1], [-0.1, 0.0, 0.0], [0.0, -0.1, 0.1], [-0.1, 0.0, -0.2], [0.1, 0.0, 0.2], [0.0, 0.0, 0.0], [0.0, -0.1, -0.3], [-0.2, 0.1, 0.4], [0.1, 0.0, -0.2], [0.0, 0.1, 0.1], [0.0, 0.0, 0.0], [-0.1, -0.1, 0.1], [0.0, 0.0, 0.0], [0.1, 0.1, -0.1], [0.0, 0.0, 0.0], [0.0, 0.0, 0.0], [0.0, 0.0, 0.0], [0.0, 0.0, 0.0], [0.0, 0.0, 0.0], [0.0, 0.0, 0.0], [0.0, 0.0, 0.0], [0.0, 0.0, 0.0], [0.1, 0.0, 0.0], [0.0, 0.0, -0.1], [0.0, 0.0, 0.0], [0.0, 0.0, 0.0], [0.0, 0.0, 0.0], [0.0, 0.0, 0.0], [0.0, 0.0, 0.0], [-0.1, 0.0, 0.1], [0.0, 0.0, -0.1], [0.0, -0.1, 0.0], [0.0, 0.0, 0.0], [0.0, 0.0, 0.0], [0.0, 0.0, 0.0], [0.0, 0.1, 0.0], [0.0, 0.0, -0.1], [0.0, 0.0, 0.0], [0.0, 0.0, 0.0], [0.0, 0.0, 0.0], [0.0, 0.0, 0.0], [0.0, 0.0, 0.0], [0.0, 0.0, 0.0], [0.0, 0.0, 0.0], [0.0, 0.0, 0.0], [0.0, 0.0, -0.1], [0.0, 0.0, 0.1], [0.0, 0.0, 0.0], [0.0, 0.0, 0.0], [0.0, 0.0, 0.0], [0.2, -0.1, 0.0], [-0.1, 0.1, 0.0], [-0.3, -0.1, -0.1], [0.2, -0.1, 0.3], [0.0, 0.0, 0.0], [0.0, 0.0, 0.0], [0.0, 0.0, 0.0], [0.0, 0.0, 0.0], [0.0, 0.0, 0.0], [0.0, 0.0, 0.0], [0.0, 0.0, 0.0], [0.0, 0.0, 0.0], [0.0, 0.0, 0.0], [0.0, 0.0, 0.0], [0.0, 0.0, 0.0], [0.0, 0.0, 0.0], [0.0, 0.1, 0.0], [0.0, 0.0, 0.1], [-0.1, 0.0, 0.0], [0.0, 0.1, 0.0], [0.0, 0.0, 0.0], [0.0, 0.0, 0.0], [0.0, 0.0, 0.0], [0.0, 0.0, -0.1], [0.0, -0.1, 0.0], [0.1, -0.1, 0.0], [0.0, 0.0, 0.0], [0.0, 0.0, 0.0], [0.0, 0.0, 0.0], [0.0, 0.0, 0.0], [0.0, 0.1, 0.0], [0.3, -0.2, 0.2], [-0.2, 0.2, -0.1], [0.0, 0.0, 0.0], [0.0, 0.0, 0.0], [0.0, 0.0, 0.0], [0.0, 0.0, 0.0], [0.0, 0.0, -0.1], [0.1, -0.1, -0.2], [-0.1, -0.1, 0.0], [0.0, -0.1, 0.0], [0.0, 0.1, 0.1], [0.1, -0.1, 0.0], [-0.1, 0.1, -0.1], [0.0, 0.0, 0.0], [0.0, 0.0, 0.0], [0.0, 0.0, 0.0], [0.0, 0.1, 0.0], [0.0, 0.0, 0.0], [0.0, 0.0, 0.0], [0.0, 0.0, 0.0], [0.0, 0.0, 0.0], [0.0, 0.0, 0.0], [0.0, 0.0, 0.0], [0.0, 0.0, 0.0], [0.0, 0.0, 0.0], [0.0, 0.0, 0.0], [0.0, 0.0, 0.0], [0.0, 0.0, 0.0], [0.0, 0.0, 0.0], [0.0, 0.0, 0.0], [0.0, 0.0, 0.0], [0.0, 0.0, 0.0], [0.0, 0.0, 0.0], [0.0, 0.0, 0.0], [0.0, 0.0, 0.0], [0.0, 0.0, 0.0], [0.0, -0.1, 0.0]], "e_above_lowest_kcal_mol": 31.91, "energy_ev": -244761.09309, "charge": 4, "multiplicity": 1, "homo_ev": -15.6, "max_force_ev_per_a": 0.43}


{"formula": "H2NO2S", "method": "ωB97M-V/def2-TZVPD", "species": ["N", "O", "O", "S", "H", "H"], "coordinates": [[-0.7696, -0.7087, 0.7221], [1.5259, -0.8592, -0.4181], [0.4785, 1.4059, 0.1083], [0.3303, -0.0273, -0.1667], [-1.1576, -0.0058, 1.2282], [-0.4076, 0.1951, -1.4740]], "forces_ev_per_a": [[2.7, -2.6, -2.1], [-1.5, 1.1, 0.2], [0.9, -0.2, 0.5], [-2.1, 0.1, -1.8], [-1.5, 2.6, 1.8], [1.5, -1.0, 1.4]], "e_above_lowest_kcal_mol": 18.57, "energy_ev": -16452.65172, "charge": -1, "multiplicity": 1, "homo_ev": -4.1, "smiles": "N=[S@H](=O)[O-]", "max_force_ev_per_a": 4.33}


{"formula": "C8H4Cl3NOS2", "method": "ωB97M-V/def2-TZVPD", "species": ["O", "Cl", "Cl", "Cl", "S", "S", "C", "C", "C", "C", "C", "C", "C", "N", "C", "H", "H", "H", "H"], "coordinates": [[1.1023, 0.8236, 4.1359], [4.7295, 1.1427, 0.8839], [2.4127, 2.5750, 1.7330], [2.3946, 1.0317, -0.8344], [-1.3206, 0.6512, 3.2649], [2.4217, -0.4832, 1.7529], [0.4009, 0.4750, 3.1956], [-2.5240, -0.9241, -0.3807], [-1.2635, -1.2765, -0.8755], [-2.6209, -0.3123, 0.8817], [-0.1339, -1.0817, -0.0785], [-1.4962, -0.0426, 1.6527], [-0.2405, -0.4738, 1.1789], [0.7905, -0.1660, 2.0523], [2.9554, 1.0755, 0.8941], [-3.4057, -1.1215, -0.9464], [-1.1118, -1.7110, -1.8605], [-3.6168, -0.0231, 1.2249], [0.8159, -1.3335, -0.5020]], "forces_ev_per_a": [[-0.5, -0.5, -1.4], [-0.3, -0.5, 0.1], [-0.2, -0.8, -0.6], [0.1, 0.4, 0.8], [-1.1, 0.1, -0.7], [0.3, 0.6, 0.1], [1.0, 0.7, 3.0], [1.2, 0.3, 0.8], [0.0, 0.1, 0.8], [-0.7, 0.1, -0.3], [-0.4, 0.4, 0.2], [0.5, -0.9, -0.4], [-1.3, -0.1, -1.4], [1.3, -0.2, -0.7], [-0.1, 0.4, -0.2], [-0.5, 0.0, -0.3], [-0.3, 0.0, 0.2], [0.3, -0.1, 0.1], [0.5, -0.1, 0.1]], "e_above_lowest_kcal_mol": 0.00, "energy_ev": -71136.24544, "multiplicity": 1, "homo_ev": -8.9, "smiles": "O=c1sc2ccccc2n1SC(Cl)(Cl)Cl", "max_force_ev_per_a": 3.21}